{"formula": "C38H31F15O22Zr2", "method": "wB97M-V/def2-TZVPD", "symbols": ["Zr", "Zr", "C", "C", "C", "O", "C", "C", "C", "O", "O", "O", "H", "H", "C", "C", "C", "O", "C", "C", "C", "O", "O", "O", "H", "H", "C", "C", "C", "O", "C", "C", "C", "O", "O", "O", "H", "H", "C", "C", "O", "C", "O", "C", "F", "F", "F", "H", "H", "H", "H", "H", "C", "C", "O", "C", "O", "C", "F", "F", "F", "H", "H", "H", "H", "H", "C", "C", "O", "C", "O", "C", "F", "F", "F", "H", "H", "H", "H", "H", "C", "C", "O", "C", "O", "C", "F", "F", "F", "H", "H", "H", "H", "H", "C", "C", "O", "C", "O", "C", "F", "F", "F", "H", "H", "H", "H", "H"], "coordinates": [[5.2685, -0.9055, -0.2522], [-2.2117, -1.4699, -0.9214], [1.5290, -1.4384, -2.3033], [2.9080, -1.4800, -2.0173], [3.4775, -2.9552, -1.6412], [4.5208, -2.9113, -0.9322], [2.7471, -4.0862, -1.8690], [1.4189, -3.9440, -2.2591], [0.7668, -2.5738, -2.3581], [-0.4881, -2.3816, -2.2501], [0.8326, -5.0516, -2.5664], [3.7513, -0.5970, -1.6927], [1.0682, -0.4615, -2.2952], [3.1560, -5.0468, -1.5927], [1.3670, 0.8530, 0.0360], [2.4839, 0.3484, 0.6532], [2.5846, -1.0017, 1.3823], [3.7617, -1.5389, 1.4837], [1.5260, -1.8342, 1.3776], [0.2731, -1.3262, 0.8473], [0.1974, 0.0506, 0.0899], [-0.7710, 0.1100, -0.7001], [-0.7902, -1.9530, 0.6063], [3.5277, 1.0933, 0.5269], [1.3733, 1.8187, -0.4467], [1.5117, -2.8776, 1.6583], [-4.8286, 1.4415, 0.9159], [-4.1057, 0.3227, 0.4299], [-4.2343, -1.0302, 1.1860], [-3.5285, -1.9917, 0.7359], [-5.1954, -1.1062, 2.1890], [-5.9077, -0.0528, 2.6990], [-5.5697, 1.3130, 2.0833], [-6.0900, 2.4100, 2.4414], [-6.6873, -0.2878, 3.6594], [-3.2757, 0.2724, -0.5243], [-4.6495, 2.3947, 0.4413], [-5.2427, -2.1284, 2.5406], [-0.4995, 4.0584, 1.7109], [-1.5887, 3.4977, 0.7776], [-1.2622, 3.5080, -0.6422], [-1.1140, 4.6720, -1.3131], [-1.6526, 5.7076, -0.9747], [-0.1836, 4.6012, -2.5308], [0.7542, 5.5107, -2.2833], [0.3508, 3.4108, -2.7631], [-0.8534, 5.0148, -3.6243], [0.4314, 3.5215, 1.5264], [-0.8657, 3.8697, 2.7192], [-0.3596, 5.1200, 1.5101], [-2.5855, 3.9202, 0.8966], [-1.6519, 2.4329, 1.0038], [-5.1315, 1.9534, -3.0077], [-3.7605, 2.6271, -3.0703], [-2.9015, 2.1396, -4.1058], [-2.2969, 0.9910, -3.9549], [-2.2749, 0.3587, -2.9073], [-1.4395, 0.4860, -5.0730], [-1.3860, 1.3385, -6.0815], [-0.2372, 0.1676, -4.5957], [-1.9264, -0.7202, -5.5664], [-5.8004, 2.6204, -2.4650], [-5.0810, 1.0088, -2.4650], [-5.5460, 1.7280, -3.9899], [-3.2675, 2.6150, -2.0989], [-3.9443, 3.6386, -3.4306], [-5.5246, -6.5105, -0.5281], [-4.6835, -5.2397, -0.5079], [-3.5066, -5.5553, 0.2773], [-2.3907, -4.8318, 0.1895], [-2.1759, -3.9226, -0.5586], [-1.3586, -5.2516, 1.2550], [-1.6410, -6.3725, 1.9209], [-0.2186, -5.4768, 0.5942], [-1.1586, -4.2766, 2.1709], [-5.0171, -7.3662, -0.9741], [-6.3830, -6.3725, -1.1862], [-5.8481, -6.7963, 0.4718], [-5.2555, -4.4463, -0.0286], [-4.3968, -5.0144, -1.5350], [3.3305, 1.2160, 7.1374], [3.4773, 0.8367, 5.7254], [2.9028, -0.4395, 5.4426], [3.7615, -1.4937, 5.3628], [5.0183, -1.4476, 5.4056], [3.1377, -2.8519, 5.0103], [1.8710, -2.6621, 4.6087], [3.8449, -3.4216, 4.0167], [3.0948, -3.7177, 6.0211], [4.1659, 0.7338, 7.6469], [2.3986, 0.9303, 7.6232], [3.4097, 2.3031, 7.1559], [4.4743, 1.0990, 5.3710], [2.8619, 1.5233, 5.1388], [3.5276, 4.3079, -0.9611], [3.6633, 3.3221, -2.1645], [5.0415, 3.2628, -2.6101], [5.8802, 2.2809, -2.2688], [5.6309, 1.2828, -1.6065], [7.4036, 2.6425, -2.6704], [7.5176, 3.9020, -2.9249], [8.2725, 2.2763, -1.7094], [7.7581, 1.9520, -3.7714], [3.6058, 5.2990, -1.4053], [4.2908, 4.1015, -0.2124], [2.5255, 4.2049, -0.5463], [3.1345, 3.8163, -2.9781], [3.1564, 2.3796, -1.9609]], "forces_ev_per_a": [[-7.2, -0.6, -1.0], [-0.2, 0.6, 1.6], [4.0, 2.8, 0.0], [-2.2, -5.3, 0.5], [-3.6, 0.7, -1.4], [4.7, 3.6, 2.0], [2.6, 1.9, 1.1], [-3.2, -5.4, -2.6], [-2.7, -0.2, 1.0], [0.2, -0.9, 0.0], [0.8, 4.6, 1.1], [2.3, 1.3, 1.5], [-0.2, -0.1, -0.4], [-0.2, -0.1, -0.1], [-2.7, -0.9, 0.8], [1.5, 2.5, 0.5], [0.5, -0.6, -2.5], [2.8, 1.7, -1.4], [-3.6, 0.1, 0.3], [0.1, 0.7, -1.0], [2.2, -0.4, -0.5], [0.0, 0.2, 0.4], [1.1, -0.4, 0.8], [1.4, -2.9, 0.3], [0.1, -0.1, -0.2], [0.4, 0.0, 0.2], [4.1, -3.3, -3.4], [-3.3, 0.6, 4.7], [-3.8, 4.3, 1.5], [2.6, -1.1, -3.0], [4.0, -3.7, -3.1], [-2.4, 0.7, 3.6], [-3.7, 4.1, 1.6], [0.8, -2.9, 0.5], [1.5, 1.7, -2.4], [2.2, -1.6, -2.7], [-0.4, 0.2, 0.2], [-0.6, 0.2, 0.7], [-0.9, 0.1, -1.3], [0.0, -0.3, 0.2], [1.4, 0.1, -0.8], [-2.2, 0.8, 2.4], [1.2, -1.5, -0.9], [-1.4, 1.4, -0.2], [0.9, -0.2, -0.2], [0.3, -0.3, 0.0], [0.3, -0.6, 0.3], [0.1, 0.0, 0.2], [0.2, 0.2, 0.1], [0.1, 0.0, 0.4], [0.2, 0.3, 0.2], [-0.3, 0.0, -0.3], [0.6, -0.6, 0.2], [-1.5, 0.9, 0.2], [1.0, -1.6, -1.1], [-0.6, 0.6, 2.4], [-0.4, -0.7, -0.3], [-0.3, -1.8, -2.2], [0.5, -0.2, 0.3], [0.3, 0.6, -0.1], [0.0, 1.5, 0.7], [0.0, 0.0, -0.1], [0.0, 0.0, 0.1], [0.0, 0.3, -0.1], [0.2, -0.1, -0.2], [0.3, 0.1, 0.4], [0.0, -0.2, -0.2], [-0.7, -1.1, -0.6], [1.9, 1.1, 0.3], [-2.8, -1.6, 1.4], [0.1, 1.7, -1.3], [0.7, -0.8, 0.8], [-0.4, 0.7, -0.5], [0.4, 0.4, 0.0], [-0.2, -0.4, -0.8], [0.4, 0.2, 0.1], [-0.2, 0.3, 0.3], [-0.1, 0.1, -0.1], [0.4, 0.2, 0.0], [0.2, 0.4, 0.1], [0.7, -0.1, 1.1], [-1.2, 1.9, -1.3], [1.7, -2.5, -0.4], [4.2, 1.4, -0.1], [-4.5, 0.2, 0.1], [-0.7, -0.3, 0.2], [0.0, -0.2, -0.5], [-0.4, 0.3, 0.2], [0.3, 0.5, -0.1], [-0.1, 0.4, 0.6], [-0.1, -0.1, -0.3], [0.2, 0.0, 0.4], [0.3, -1.2, -0.1], [-0.3, -0.2, -0.2], [0.3, -0.8, -1.3], [-1.3, 1.3, 0.8], [1.7, -2.2, 0.5], [0.0, 2.1, 0.2], [0.0, -1.1, 0.5], [-0.1, -1.3, -0.6], [0.0, 1.0, 0.1], [-0.9, 0.1, 0.0], [-0.5, 0.0, 0.3], [0.2, 0.2, 0.5], [-0.1, 0.2, 0.1], [0.1, 0.0, 0.1], [0.2, -0.4, -0.3], [0.8, -0.4, -0.1]], "total_charge": 2, "fmax_ha_per_bohr": 0.142, "homo_energy_ha": -0.4466, "gap_ev": 2.71, "lumo_ev": -9.4}

{"formula": "C38H31N2O6P2Pt", "method": "wB97M-V/def2-TZVPD", "symbols": ["Pt", "C", "C", "N", "C", "C", "N", "C", "O", "O", "C", "O", "O", "H", "H", "H", "H", "H", "C", "C", "C", "C", "C", "C", "P", "C", "C", "C", "C", "C", "C", "C", "C", "C", "C", "C", "C", "H", "H", "H", "H", "H", "H", "H", "H", "H", "H", "H", "H", "H", "H", "O", "C", "O", "C", "P", "C", "C", "C", "C", "C", "C", "C", "C", "C", "C", "C", "C", "H", "H", "H", "H", "H", "H", "H", "H", "H", "H", "H", "H"], "coordinates": [[-1.1876, -0.7845, -0.0870], [-3.5731, -0.4151, 3.0846], [-2.0932, -0.4460, 3.1055], [-1.3215, -0.1106, 2.0793], [-0.0206, -0.1845, 2.4852], [0.0639, -0.7609, 3.8701], [-1.3622, -0.7711, 4.1781], [0.8489, 0.0355, 4.9203], [2.0137, 0.5162, 4.5334], [0.4128, 0.1430, 6.0339], [1.0327, 0.0575, 1.5203], [2.1997, 0.2156, 1.8737], [0.6444, 0.1173, 0.2616], [-3.9197, -0.3976, 2.0542], [-3.9297, 0.4852, 3.5894], [-3.9887, -1.2812, 3.5984], [-1.7019, -0.8507, 5.1251], [2.1841, 0.3781, 3.5604], [1.4264, 6.7158, -0.4229], [1.4672, 6.1035, -1.6692], [1.0824, 4.7801, -1.8048], [0.6450, 4.0721, -0.6819], [0.6115, 4.6891, 0.5708], [1.0002, 6.0118, 0.6957], [0.1122, 2.3768, -0.7990], [0.7770, 1.5984, -2.2469], [-0.0392, 0.8414, -3.0898], [0.5206, 0.1861, -4.1748], [1.8840, 0.2815, -4.4167], [2.6991, 1.0273, -3.5729], [2.1524, 1.6792, -2.4831], [-1.6558, 2.2047, -0.6891], [-2.4136, 3.3624, -0.9237], [-3.7919, 3.2847, -0.9632], [-4.4052, 2.0555, -0.7657], [-3.6555, 0.9135, -0.5144], [-2.2643, 0.9574, -0.4582], [1.7326, 7.7487, -0.3226], [1.7976, 6.6588, -2.5365], [1.1151, 4.2998, -2.7743], [0.2849, 4.1343, 1.4424], [0.9786, 6.4909, 1.6650], [-1.1055, 0.7825, -2.9098], [-0.1104, -0.3894, -4.8389], [2.3149, -0.2262, -5.2694], [3.7617, 1.0949, -3.7637], [2.7885, 2.2460, -1.8138], [-1.9205, 4.3124, -1.0864], [-4.3809, 4.1712, -1.1547], [-5.4849, 1.9806, -0.8046], [-4.1637, -0.0294, -0.3662], [-3.8788, -3.7846, -0.6916], [-2.8638, -3.1888, -0.4580], [-2.8298, -1.8578, -0.4296], [-1.5709, -3.9742, -0.1592], [-0.1180, -2.8878, -0.0884], [0.8638, -3.1268, -1.5831], [2.2018, -2.7576, -1.7014], [2.8601, -2.9134, -2.9124], [2.1885, -3.4152, -4.0164], [0.8416, -3.7355, -3.9195], [0.1793, -3.5865, -2.7126], [0.7816, -3.1112, 1.4752], [-0.0027, -2.8217, 2.5601], [0.5629, -2.2925, 3.8320], [2.0400, -2.4912, 3.9300], [2.7582, -2.9891, 2.8996], [2.1684, -3.2669, 1.6368], [-1.4620, -4.7560, -0.9089], [-1.6960, -4.4759, 0.8019], [2.7314, -2.3146, -0.8710], [3.9032, -2.6366, -2.9892], [2.7103, -3.5466, -4.9552], [0.3060, -4.1107, -4.7816], [-0.8728, -3.8399, -2.6601], [-1.0796, -2.7522, 2.4442], [0.0736, -2.7392, 4.7061], [2.5258, -2.2392, 4.8639], [3.8215, -3.1491, 3.0198], [2.7940, -3.6016, 0.8253]], "forces_ev_per_a": [[-0.1, 0.1, -0.1], [0.0, 0.0, 0.0], [0.0, 0.1, 0.0], [0.1, -0.5, 0.0], [0.0, 0.0, 0.0], [-0.1, 0.1, 0.0], [0.0, 0.0, 0.0], [0.1, 0.0, 0.1], [-0.1, 0.0, 0.0], [0.0, 0.0, 0.0], [0.0, 0.0, 0.0], [0.0, 0.0, 0.0], [0.0, 0.0, 0.1], [0.0, 0.0, 0.0], [0.0, 0.0, 0.0], [0.0, 0.0, 0.0], [0.0, 0.0, 0.0], [0.0, 0.0, 0.0], [0.0, 0.0, 0.0], [0.0, 0.0, 0.0], [0.0, 0.0, 0.0], [0.0, 0.0, -0.1], [0.0, 0.0, 0.0], [0.0, 0.0, 0.0], [0.1, 0.0, 0.1], [0.0, -0.1, -0.1], [0.0, 0.0, 0.0], [0.0, 0.0, 0.0], [0.0, 0.0, 0.0], [0.0, 0.0, 0.0], [0.0, 0.0, 0.0], [0.0, 0.0, 0.0], [-0.1, 0.0, 0.1], [0.0, 0.0, 0.0], [-0.1, 0.0, 0.0], [0.0, 0.0, 0.1], [0.2, 0.1, -0.1], [0.0, 0.0, 0.0], [0.0, 0.0, 0.0], [0.0, 0.0, 0.0], [0.0, 0.0, 0.0], [0.0, 0.0, 0.0], [0.0, 0.0, 0.0], [0.0, 0.0, 0.0], [0.0, 0.0, 0.0], [0.0, 0.0, 0.0], [0.0, 0.0, 0.0], [0.0, 0.0, 0.0], [0.0, 0.0, 0.0], [0.0, 0.0, 0.0], [0.0, 0.0, 0.0], [0.0, 0.0, 0.0], [0.0, 0.1, 0.0], [0.0, -0.1, -0.1], [0.0, 0.1, 0.0], [0.0, 0.3, 0.2], [-0.2, -0.2, -0.1], [0.0, 0.2, 0.0], [0.0, 0.0, 0.0], [0.0, 0.0, 0.0], [0.0, 0.0, 0.0], [0.0, -0.1, 0.0], [0.0, -0.2, 0.0], [0.0, 0.0, 0.0], [-0.1, 0.0, 0.0], [0.0, 0.0, 0.0], [0.0, 0.0, 0.0], [0.0, 0.1, -0.1], [0.0, -0.1, 0.1], [0.0, 0.0, 0.0], [0.0, 0.0, 0.1], [0.0, 0.0, 0.0], [0.0, 0.0, 0.0], [0.0, 0.0, 0.0], [0.1, 0.0, 0.0], [0.0, 0.0, 0.0], [0.0, 0.0, 0.0], [0.0, 0.0, 0.0], [0.0, 0.0, 0.0], [0.0, 0.0, -0.1]], "total_charge": 1, "multiplicity": 5, "fmax_ha_per_bohr": 0.010, "e_above_lowest_kcal_mol": 25.00, "homo_energy_ha": [-0.3714, -0.4186], "gap_ev": [7.48, 6.59], "lumo_ev": [-2.6, -4.8]}

{"formula": "C38H32F2NNiSb2Te", "method": "wB97M-V/def2-TZVPD", "symbols": ["Ni", "F", "C", "C", "C", "C", "C", "F", "C", "C", "C", "C", "C", "C", "N", "H", "H", "H", "H", "H", "H", "C", "C", "C", "Sb", "C", "C", "C", "C", "C", "C", "C", "C", "C", "C", "C", "C", "Sb", "C", "C", "C", "C", "C", "C", "C", "C", "C", "C", "C", "C", "H", "H", "H", "H", "H", "H", "H", "H", "H", "H", "H", "H", "H", "H", "H", "H", "H", "H", "H", "H", "H", "H", "H", "H", "H", "H", "Te"], "coordinates": [[-0.5464, -0.4112, -1.4517], [-3.8054, -4.6721, -1.5528], [-3.6401, -3.3305, -1.6915], [-2.3924, -2.7767, -1.5361], [-2.2108, -1.3952, -1.6640], [-3.3421, -0.5968, -1.9550], [-4.5751, -1.2214, -2.1245], [-5.6925, -0.5044, -2.4390], [-4.7636, -2.5792, -1.9925], [-3.1274, 0.8658, -2.0463], [-4.1412, 1.8270, -2.1490], [-3.8119, 3.1662, -2.2155], [-2.4779, 3.5465, -2.1885], [-1.5333, 2.5449, -2.0699], [-1.8389, 1.2540, -1.9888], [-1.5514, -3.4308, -1.3337], [-5.7357, -3.0277, -2.1344], [-5.1737, 1.5234, -2.1647], [-4.5956, 3.9104, -2.2887], [-2.1747, 4.5827, -2.2521], [-0.4741, 2.7796, -2.0385], [2.2011, 2.2327, -0.2014], [1.6119, 2.1863, 1.2105], [0.0863, 2.0498, 1.3069], [-0.6287, 0.0630, 0.9418], [0.0633, -0.8727, 2.7373], [-0.0136, -2.2605, 2.8252], [0.4157, -2.9238, 3.9665], [0.9447, -2.2048, 5.0286], [1.0392, -0.8225, 4.9466], [0.5973, -0.1615, 3.8080], [-2.6827, 0.3860, 1.4554], [-3.5673, -0.6860, 1.3393], [-4.9307, -0.5041, 1.5202], [-5.4314, 0.7596, 1.8052], [-4.5628, 1.8355, 1.9133], [-3.1967, 1.6479, 1.7390], [1.8331, 0.4775, -1.5702], [3.7582, 0.8053, -2.5247], [4.3587, -0.2804, -3.1562], [5.6271, -0.1663, -3.7052], [6.3074, 1.0447, -3.6538], [5.7084, 2.1388, -3.0507], [4.4417, 2.0160, -2.4863], [2.7150, -0.9254, -0.1805], [3.7579, -0.5638, 0.6674], [4.2545, -1.4584, 1.6085], [3.7220, -2.7364, 1.6994], [2.7010, -3.1166, 0.8387], [2.1995, -2.2157, -0.0910], [3.2876, 2.2832, -0.1164], [1.8829, 3.1450, -0.7186], [1.8934, 3.1115, 1.7305], [2.0977, 1.3790, 1.7691], [-0.4010, 2.6696, 0.5478], [-0.2720, 2.3938, 2.2800], [-0.3973, -2.8343, 1.9873], [0.3489, -4.0036, 4.0202], [1.2894, -2.7209, 5.9162], [1.4588, -0.2572, 5.7701], [0.6771, 0.9184, 3.7598], [-3.1979, -1.6689, 1.0667], [-5.6035, -1.3461, 1.4123], [-6.4973, 0.9063, 1.9308], [-4.9479, 2.8264, 2.1233], [-2.5365, 2.5045, 1.8129], [3.8170, -1.2176, -3.2253], [6.0840, -1.0252, -4.1825], [7.2958, 1.1349, -4.0885], [6.2221, 3.0927, -3.0176], [3.9921, 2.8867, -2.0258], [4.2006, 0.4238, 0.5967], [5.0583, -1.1556, 2.2697], [4.1027, -3.4337, 2.4361], [2.2884, -4.1174, 0.8949], [1.3989, -2.5097, -0.7631], [0.7314, -1.1845, -3.6471]], "forces_ev_per_a": [[0.4, 0.3, -0.6], [0.0, 0.0, 0.0], [0.0, 0.0, 0.0], [0.1, 0.0, 0.0], [0.4, 0.0, -0.1], [0.1, 0.1, 0.0], [0.0, 0.0, 0.0], [0.0, 0.0, 0.0], [0.0, 0.0, 0.0], [0.0, 0.0, 0.0], [0.0, 0.0, 0.0], [0.0, 0.0, 0.0], [0.0, 0.0, 0.0], [0.0, 0.0, 0.0], [-0.1, -0.1, 0.2], [0.0, 0.0, 0.0], [0.0, 0.0, 0.0], [0.0, 0.0, 0.0], [0.0, 0.0, 0.0], [0.0, 0.0, 0.0], [0.0, 0.0, 0.0], [0.1, -0.1, -0.1], [0.0, 0.0, 0.0], [0.0, 0.0, 0.0], [-0.1, 0.1, -0.2], [0.0, -0.1, 0.0], [0.0, 0.0, 0.0], [0.0, 0.0, 0.0], [0.0, 0.0, 0.0], [0.0, 0.0, 0.0], [0.0, 0.0, 0.0], [0.0, 0.0, 0.0], [0.0, 0.0, 0.0], [0.0, 0.0, 0.0], [0.0, 0.0, 0.0], [0.0, 0.0, 0.0], [0.0, 0.0, 0.0], [-0.2, -0.6, 0.8], [-0.2, 0.2, -0.3], [0.0, 0.0, 0.0], [0.0, 0.0, 0.0], [0.0, 0.0, 0.0], [0.0, 0.0, 0.0], [0.0, 0.0, 0.0], [0.0, 0.0, 0.0], [0.0, 0.0, 0.0], [0.0, 0.0, 0.0], [0.0, 0.0, 0.0], [0.0, 0.0, 0.0], [0.0, 0.0, 0.0], [0.0, 0.1, 0.0], [-0.1, 0.0, 0.0], [0.0, 0.0, 0.0], [0.0, 0.0, 0.0], [0.0, 0.0, 0.0], [0.0, 0.0, 0.0], [0.0, 0.0, 0.0], [0.0, 0.0, 0.0], [0.0, 0.0, 0.0], [0.0, 0.0, 0.0], [0.0, 0.0, 0.0], [0.0, 0.0, 0.0], [0.0, 0.0, 0.0], [0.0, 0.0, 0.0], [0.0, 0.0, 0.0], [0.0, 0.0, 0.0], [0.0, 0.0, 0.0], [0.0, 0.0, 0.0], [0.0, 0.0, 0.0], [0.0, 0.0, 0.0], [0.0, 0.0, 0.0], [0.0, 0.0, 0.0], [0.0, 0.0, 0.0], [0.0, 0.0, 0.0], [0.0, 0.0, 0.0], [0.0, 0.0, 0.0], [-0.2, -0.2, 0.2]], "total_charge": -1, "fmax_ha_per_bohr": 0.020, "e_above_lowest_kcal_mol": 6.44, "homo_energy_ha": [-0.1097, -0.1095], "gap_ev": [5.56, 5.56], "lumo_ev": [2.6, 2.6]}